C20H29EuO4 | ωB97M-V/def2-TZVPD

The geometry in ORCA input format:
```
! RIJCOSX wB97M-V def2-TZVPD def2/J DEFGRID3
* xyz -1 8
O -0.261 1.187 -0.922
C 0.554 1.884 -1.935
C -0.397 3.040 -2.211
H 0.722 1.277 -2.770
H 1.479 2.058 -1.370
C -1.275 2.213 -1.161
H -0.667 3.199 -3.283
H 0.101 3.960 -1.686
C -2.500 1.522 -1.747
H -2.098 0.884 -2.621
H -3.210 2.342 -2.016
H -2.969 0.762 -1.024
C -1.532 3.035 0.153
H -0.620 3.559 0.523
H -1.953 2.401 0.965
H -2.248 3.819 -0.100
Eu 0.921 -1.879 0.724
C 1.239 0.923 3.678
C 2.380 0.088 3.498
C 2.839 0.266 2.160
H 2.915 -0.526 4.227
C 1.998 1.219 1.529
C 1.013 1.615 2.462
H 0.283 2.390 2.257
H 0.649 1.038 4.589
H 3.765 -0.098 1.720
H 2.245 1.693 0.590
C -1.509 -0.534 3.605
C -2.009 0.573 2.872
C -2.541 0.071 1.658
H -1.974 1.633 3.182
C -2.266 -1.315 1.582
C -1.647 -1.706 2.800
H -1.448 -2.751 3.065
H -1.106 -0.517 4.620
H -3.149 0.589 0.903
H -2.608 -1.991 0.788
O -0.074 -1.403 -2.062
C -0.276 -0.808 -3.467
C 0.483 -1.658 -4.536
H 0.386 0.119 -3.442
H -1.342 -0.426 -3.664
C 1.426 -2.537 -3.669
H 1.178 -0.981 -5.083
H -0.244 -2.135 -5.264
C 1.106 -2.231 -2.201
H 2.446 -2.336 -3.948
H 1.145 -3.565 -3.884
H 1.932 -1.772 -1.659
H 0.864 -3.150 -1.734
O 2.403 -4.698 4.059
C 1.981 -3.777 3.369
O 1.761 -3.804 2.053
H 1.708 -2.755 3.824
*
```

Properties
- orbital gap (alpha / beta) (eV) = 5.01 / 5.00
- energy relative to the best compared isomer or geometry (same formula, charge and spin) (kJ/mol) = 240.7
- HOMO energy (alpha / beta) (Ha) = -0.117 / -0.117

C20H29N11O9 | ωB97M-V/def2-TZVPD

The geometry in ORCA input format:
```
! RIJCOSX wB97M-V def2-TZVPD def2/J DEFGRID3
* xyz 0 1
O -4.503 -3.703 -1.862
N -4.460 -3.721 -0.698
O -4.291 -5.049 -0.243
C -3.390 -5.098 0.889
C -2.919 -3.728 1.318
C -3.570 -2.918 2.222
C -3.077 -1.676 2.576
C -1.921 -1.246 1.957
C -1.273 -2.033 1.029
C -1.773 -3.261 0.732
C -0.052 -1.486 0.347
O 0.924 -2.176 0.112
C -0.156 -0.024 0.024
C 0.274 0.528 -1.146
C 0.072 1.883 -1.339
C -0.495 2.705 -0.408
C -0.937 2.116 0.796
C -0.771 0.778 0.985
C -1.279 0.098 2.232
O -1.160 0.550 3.355
H -3.827 -5.661 1.720
H -2.504 -5.660 0.575
H -4.500 -3.260 2.674
H -3.555 -1.001 3.277
H -1.253 -3.883 0.004
H 0.754 -0.075 -1.911
H 0.373 2.368 -2.278
H -0.601 3.766 -0.593
H -1.431 2.668 1.588
N -0.708 -4.799 -3.069
C 0.422 -4.037 -2.913
N 1.510 -4.711 -2.434
O 0.457 -2.846 -3.178
H -0.752 -5.777 -2.853
H -1.529 -4.341 -3.419
H 2.357 -4.185 -2.306
H 1.506 -5.687 -2.209
N 3.386 -2.763 -3.682
C 4.233 -2.779 -2.604
N 3.610 -2.717 -1.394
O 5.446 -2.846 -2.722
H 2.383 -2.710 -3.607
H 3.805 -2.807 -4.592
H 4.188 -2.730 -0.575
H 2.614 -2.659 -1.286
N 3.903 3.578 1.272
C 2.991 2.609 1.586
N 3.525 1.444 2.061
O 1.791 2.769 1.451
H 4.893 3.466 1.374
H 3.545 4.446 0.919
H 2.883 0.711 2.299
H 4.508 1.289 2.178
N 0.213 6.279 -2.709
C 0.362 5.259 -3.607
N 1.104 5.565 -4.712
O -0.131 4.157 -3.435
H 0.610 7.191 -2.832
H -0.327 6.090 -1.886
H 1.233 4.839 -5.392
H 1.518 6.462 -4.874
N -1.253 3.619 4.125
C -2.000 4.272 5.060
N -2.130 3.614 6.253
O -2.516 5.358 4.853
H -0.823 2.724 4.274
H -1.135 4.072 3.238
H -2.673 4.062 6.967
H -1.716 2.721 6.443
*
```

Properties
- orbital gap (eV) = 8.80
- SMILES string = O=NOCc1ccc2c(c1)C(=O)c1ccccc1C2=O.NC(N)=O.NC(N)=O.NC(N)=O.NC(N)=O.NC(N)=O
- HOMO energy (Ha) = -0.339

C20H29N3O3S | ωB97M-V/def2-TZVPD

The geometry in ORCA input format:
```
! RIJCOSX wB97M-V def2-TZVPD def2/J DEFGRID3
* xyz 0 1
C 0.434 4.342 2.313
C 0.159 4.571 0.766
H 1.061 4.812 0.125
H -0.556 5.448 0.663
O -0.785 3.377 0.089
C -0.310 2.276 -0.048
C 1.005 1.939 0.087
C 1.538 0.828 -0.584
C 0.602 -0.119 -1.003
C -0.661 0.100 -0.960
C -1.231 1.575 -0.512
O -2.582 1.862 -0.630
C -3.445 0.646 -0.953
C -3.550 -0.210 0.234
O -2.832 -0.409 1.019
N -4.631 -1.216 0.091
C -5.525 -1.291 -1.030
C -6.416 -2.460 -0.801
H -7.302 -2.183 -1.282
C -6.295 -2.607 0.738
C -4.867 -2.270 0.815
H -4.764 -1.818 2.079
H -4.142 -2.984 0.764
H -6.542 -3.635 1.068
H -6.949 -1.827 0.920
H -5.839 -3.208 -1.440
H -5.087 -1.272 -2.074
H -6.154 -0.078 -0.993
H -4.482 1.361 -0.734
H -3.280 0.361 -1.771
H -1.369 -0.505 -1.347
H 0.970 -1.132 -1.378
C 3.039 0.595 -0.446
N 3.477 -0.625 0.176
C 2.717 -1.405 1.105
H 1.751 -0.816 1.184
C 2.878 -2.790 0.481
N 4.245 -3.171 0.878
C 4.388 -4.554 0.333
H 3.892 -4.746 -0.577
H 5.545 -4.926 0.509
H 3.747 -5.108 1.315
C 4.873 -2.394 -0.296
C 4.836 -1.033 0.145
H 5.291 -0.179 -0.664
H 5.504 -0.851 1.094
H 6.099 -2.772 -0.296
H 4.698 -2.590 -1.312
H 2.355 -3.339 1.268
H 2.235 -2.849 -0.283
H 3.224 -1.204 2.051
S 3.996 1.638 -1.373
H 2.013 2.857 0.130
H -0.451 4.139 2.923
H 1.101 3.374 2.449
H 0.991 5.286 2.814
*
```

Properties
- orbital gap (eV) = 7.92
- energy relative to the best compared isomer or geometry (same formula, charge and spin) (kJ/mol) = 1831.6
- HOMO energy (Ha) = -0.275

C20H29NO5 | ωB97M-V/def2-TZVPD

The geometry in ORCA input format:
```
! RIJCOSX wB97M-V def2-TZVPD def2/J DEFGRID3
* xyz 0 1
C 2.938 2.624 -0.767
O 2.839 1.345 -0.189
C 2.038 1.185 0.906
C 2.018 -0.094 1.467
C 1.218 -0.369 2.551
C 0.424 0.628 3.126
O -0.306 0.236 4.213
C -1.260 1.103 4.775
C -2.501 1.299 3.884
C -3.027 -0.059 3.465
O -3.843 -0.705 4.060
O -2.427 -0.448 2.335
C -2.794 -1.717 1.801
C -2.364 -1.801 0.333
O -3.007 -2.424 -0.483
N -1.223 -1.148 0.072
C -0.661 -1.027 -1.264
C -0.607 0.467 -1.605
C -0.256 0.842 -3.047
C 1.185 0.522 -3.465
C 1.346 -0.744 -4.316
C 0.536 -1.970 -3.895
C 0.913 -2.602 -2.558
C 0.704 -1.730 -1.317
C 0.459 1.903 2.581
C 1.255 2.178 1.478
H 3.326 3.358 -0.054
H 3.638 2.520 -1.594
H 1.972 2.967 -1.154
H 2.643 -0.858 1.035
H 1.198 -1.354 2.989
H -1.559 0.610 5.704
H -0.817 2.077 5.019
H -2.245 1.864 2.989
H -3.267 1.821 4.457
H -3.876 -1.861 1.877
H -2.302 -2.513 2.372
H -0.758 -0.652 0.819
H -1.374 -1.541 -1.915
H -1.593 0.885 -1.383
H 0.108 0.943 -0.928
H -0.960 0.369 -3.732
H -0.412 1.921 -3.134
H 1.814 0.462 -2.579
H 1.570 1.353 -4.063
H 2.406 -1.009 -4.341
H 1.049 -0.503 -5.341
H -0.525 -1.725 -3.895
H 0.681 -2.732 -4.666
H 1.961 -2.908 -2.589
H 0.309 -3.506 -2.445
H 1.500 -0.993 -1.233
H 0.782 -2.382 -0.444
H -0.117 2.710 3.005
H 1.251 3.181 1.081
*
```

Properties
- orbital gap (eV) = 8.97
- SMILES string = COc1ccc(OCCC(=O)OCC(=O)NC2CCCCCCC2)cc1
- energy relative to the best compared isomer or geometry (same formula, charge and spin) (kJ/mol) = 0.0
- HOMO energy (Ha) = -0.308

C20H30As2MgO3PS | ωB97M-V/def2-TZVPD

The geometry in ORCA input format:
```
! RIJCOSX wB97M-V def2-TZVPD def2/J DEFGRID3
* xyz 1 1
Mg 0.661 -0.167 0.490
O -2.992 -1.140 2.119
C -1.973 -0.505 1.949
O -1.014 -0.869 1.141
C -1.713 0.750 2.795
P -0.041 1.414 2.505
C 0.070 2.978 3.408
C 0.309 3.025 4.781
C 0.356 4.246 5.435
C 0.158 5.423 4.725
C -0.077 5.382 3.358
C -0.113 4.163 2.698
C 1.071 0.262 3.387
C 0.645 -0.846 4.116
C 1.572 -1.722 4.666
C 2.931 -1.504 4.498
C 3.367 -0.402 3.772
C 2.444 0.467 3.213
H -1.892 0.501 3.843
H -2.451 1.513 2.544
H 0.465 2.108 5.336
H 0.543 4.279 6.500
H 0.191 6.374 5.239
H -0.224 6.300 2.804
H -0.280 4.131 1.628
H -0.410 -1.039 4.264
H 1.229 -2.573 5.240
H 3.649 -2.186 4.933
H 4.427 -0.219 3.647
H 2.787 1.327 2.646
C 4.025 2.180 -2.041
As 3.354 0.512 -1.386
C 4.641 -0.222 -0.171
C 3.112 -0.688 -2.857
O 1.909 0.824 -0.606
H 5.020 2.048 -2.463
H 4.064 2.878 -1.208
H 3.347 2.561 -2.802
H 5.545 -0.490 -0.716
H 4.222 -1.105 0.308
H 4.875 0.529 0.581
H 4.071 -0.869 -3.341
H 2.422 -0.234 -3.567
H 2.701 -1.621 -2.478
C -1.412 -3.486 -0.754
As 0.038 -3.746 0.475
C -0.669 -3.775 2.260
C 0.712 -5.522 0.177
S 1.701 -2.436 0.191
H -2.139 -4.287 -0.623
H -1.024 -3.497 -1.770
H -1.863 -2.531 -0.505
H -1.205 -4.715 2.396
H -1.367 -2.949 2.368
H 0.155 -3.712 2.966
H -0.113 -6.230 0.249
H 1.464 -5.750 0.928
H 1.161 -5.573 -0.813
*
```

Properties
- orbital gap (eV) = 9.03
- HOMO energy (Ha) = -0.410

C20H30AsCaF9O14 | ωB97M-V/def2-TZVPD

The geometry in ORCA input format:
```
! RIJCOSX wB97M-V def2-TZVPD def2/J DEFGRID3
* xyz 0 1
Ca 2.290 0.941 3.224
As 0.933 -0.685 0.116
F 1.548 -0.406 1.783
F 0.882 1.069 0.105
F 0.367 -0.813 -1.530
F 1.064 -2.431 0.262
F -0.761 -0.598 0.573
F 2.631 -0.704 -0.362
C 2.542 -1.432 5.035
O 3.198 -1.146 3.780
O 1.711 -0.363 5.193
C 1.963 -2.879 5.021
F 2.948 -3.791 5.131
F 1.149 -3.082 6.068
F 1.251 -3.169 3.921
C 4.502 -1.718 3.498
C 4.509 -2.291 2.098
H 3.711 -3.000 1.876
H 4.222 -1.526 1.363
H 5.464 -2.623 1.697
H 4.707 -2.539 4.192
H 5.309 -1.060 3.829
H 3.296 -1.527 5.829
C 0.827 4.906 -2.800
C -0.470 4.694 -2.078
C -0.508 3.309 -1.383
O -0.697 3.573 -0.012
C -0.715 4.922 0.181
O -0.933 5.404 1.249
O -0.457 5.569 -0.951
H 0.902 5.894 -3.253
H 1.290 4.163 -3.454
H 1.667 4.849 -2.092
H -1.357 4.825 -2.696
H 0.365 2.729 -1.680
H -1.353 2.781 -1.832
C -4.864 -2.496 2.999
C -3.490 -1.927 3.463
C -3.300 -0.507 2.996
O -2.587 0.118 4.062
C -2.690 -0.637 5.143
O -2.173 -0.359 6.191
O -3.470 -1.689 4.901
H -5.738 -1.954 3.346
H -4.826 -3.499 3.425
H -4.831 -2.597 1.915
H -2.764 -2.666 3.128
H -4.234 0.052 2.867
H -2.781 -0.266 2.067
C 1.399 1.728 -4.958
C 1.852 0.808 -3.831
C 2.007 -0.689 -4.189
O 3.264 -0.768 -4.865
C 4.020 0.179 -4.316
O 5.217 0.213 -4.293
O 3.273 1.040 -3.596
H 1.865 1.535 -5.930
H 1.825 2.710 -4.731
H 0.335 1.791 -5.163
H 1.255 0.946 -2.936
H 1.192 -1.095 -4.786
H 2.163 -1.323 -3.314
C -4.003 -0.463 -1.102
C -2.752 -0.831 -1.877
C -3.074 -1.845 -2.994
O -2.548 -1.217 -4.174
C -2.141 0.010 -3.924
O -1.550 0.644 -4.767
O -2.351 0.330 -2.641
H -3.847 0.491 -0.595
H -4.241 -1.178 -0.313
H -4.848 -0.411 -1.786
H -1.910 -1.121 -1.256
H -4.115 -2.110 -3.177
H -2.539 -2.790 -2.890
*
```

Properties
- orbital gap (eV) = 7.53
- energy relative to the best compared isomer or geometry (same formula, charge and spin) (kJ/mol) = 426.0
- HOMO energy (Ha) = -0.356

C20H30BeN3O15S3 | ωB97M-V/def2-TZVPD

The geometry in ORCA input format:
```
! RIJCOSX wB97M-V def2-TZVPD def2/J DEFGRID3
* xyz 1 1
Be 1.191 -2.066 -3.400
C -1.427 -0.603 -0.220
C -0.553 -1.155 -1.338
O -1.025 -1.360 -2.474
O 0.662 -1.220 -1.072
H -0.861 -0.649 0.707
H -2.205 -1.355 -0.066
H -1.810 0.405 -0.345
O 3.274 -1.401 -2.232
C 4.026 -1.783 -1.308
N 5.257 -1.288 -1.266
C 3.445 -2.564 -0.167
H 5.910 -1.393 -0.505
H 5.485 -0.516 -1.873
H 4.287 -2.906 0.439
H 2.725 -3.314 -0.475
H 2.937 -1.860 0.495
N -3.330 3.512 3.916
C -2.073 3.632 4.327
C -0.999 2.952 3.756
C -1.259 2.109 2.702
C -2.553 2.011 2.229
C -3.557 2.649 2.905
H -1.880 4.254 5.193
H 0.017 3.048 4.115
H -0.412 1.571 2.295
H -2.756 1.330 1.412
H -4.582 2.509 2.586
N 1.146 0.595 -3.763
C 2.391 1.104 -3.862
C 2.583 2.491 -3.927
C 1.500 3.353 -3.763
C 0.229 2.802 -3.845
C 0.093 1.436 -3.762
H 3.150 0.359 -4.041
H 3.549 2.977 -3.888
H 1.713 4.412 -3.755
H -0.659 3.418 -3.884
H -0.825 0.978 -3.416
C 0.163 -1.529 3.413
C 1.166 -1.704 4.597
O 0.402 -1.615 5.814
S -1.132 -1.025 5.463
O -1.444 0.157 6.188
O -2.028 -2.151 5.564
O -0.888 -0.704 3.864
H -0.193 -2.548 3.236
H 0.530 -1.044 2.511
H 1.814 -0.830 4.710
H 1.839 -2.554 4.525
C 3.730 1.867 -0.407
C 2.268 1.625 0.016
O 2.160 2.220 1.282
S 3.501 1.967 2.119
O 3.459 0.723 2.832
O 3.773 3.190 2.829
O 4.459 1.773 0.841
H 4.043 2.806 -0.857
H 4.013 1.005 -1.007
H 2.074 0.556 0.137
H 1.548 2.081 -0.661
C -5.252 -1.944 -2.753
C -4.188 -2.681 -3.623
O -4.702 -4.015 -3.539
S -6.346 -4.131 -3.381
O -6.507 -4.901 -2.189
O -7.085 -4.446 -4.566
O -6.491 -2.540 -3.099
H -5.196 -0.862 -2.840
H -5.021 -2.168 -1.710
H -3.238 -2.713 -3.093
H -4.033 -2.342 -4.646
*
```

Properties
- orbital gap (eV) = 3.59
- HOMO energy (Ha) = -0.416

| no. | DFT total energy (eV) | maximum force (eV Å⁻¹) |
| --- | --- | --- |
| 1 | -48725.1530 | 3.2 |
| 2 | -56031.4290 | 2.1 |
| 3 | -42641.0304 | 18.4 |
| 4 | -32938.7007 | 0.8 |
| 5 | -174614.3770 | 0.4 |
| 6 | -153631.1479 | 2.5 |
| 7 | -89303.2062 | 5.5 |